DFT (ωB97M-V/def2-TZVPD) results for C25H13Cl2N6O8Rh as an isolated structure.

The expectation value of S² is 6.026. Its electronic energy is -2921.732727 Eh. As for the multiplicity: 5. For the gap between HOMO and LUMO (spin up / spin down), the calculation gives 7.37 / 6.18 eV. The lowest unoccupied orbital energy (spin up / spin down) comes out at -0.0290 / -0.1037 Eh.

The geometry in XYZ format:
```
55
Properties=species:S:1:pos:R:3:forces:R:3:lowdin_spin:R:1
Rh 0.348338 0.448509 -0.101173 -0.30 0.03 0.06 2.4332
Cl -0.711938 -4.558038 4.787985 0.02 -0.02 0.03 0.0287
C -0.921709 -3.515385 3.441934 -0.11 -0.01 -0.11 0.0883
C -0.022780 -2.515516 3.226458 0.02 0.08 -0.03 0.0097
C -0.163511 -1.646269 2.118252 0.05 0.05 -0.07 0.1401
N 0.680706 -0.644360 1.791958 0.04 -0.10 0.21 0.2302
C 1.772053 -0.304971 2.561054 -0.39 -0.25 0.11 0.0382
O 2.018348 -0.674585 3.693181 0.08 0.06 -0.04 0.0698
C 2.726552 0.618904 1.863742 0.37 0.23 0.00 0.0070
C 3.978114 0.845864 2.420089 -0.11 -0.08 0.07 0.0034
C 4.873073 1.651509 1.742744 0.03 0.06 -0.07 -0.0002
C 4.493353 2.207038 0.529382 0.04 0.00 0.06 0.0046
C 3.226743 1.939199 0.047272 -0.09 0.00 -0.05 0.0050
N 2.360149 1.169710 0.707263 -0.12 -0.06 -0.26 0.0671
C -1.286255 -1.849281 1.207593 0.08 0.15 -0.04 0.1301
C -2.198178 -2.897965 1.473688 -0.03 -0.05 -0.04 0.0128
C -2.024830 -3.707693 2.555487 0.11 0.03 0.06 0.0863
Cl -3.147289 -4.973438 2.842302 -0.04 -0.05 0.01 0.0266
N -1.355148 -0.988064 0.177995 0.02 -0.03 0.02 0.2404
C -2.411042 -0.922914 -0.698398 -0.05 -0.19 0.22 0.0396
O -3.369809 -1.670612 -0.768026 0.09 0.07 -0.06 0.0776
C -2.314332 0.250821 -1.632485 0.02 0.22 -0.22 0.0055
C -3.224068 0.380213 -2.669669 -0.03 -0.12 0.10 0.0040
C -3.103865 1.450909 -3.535485 0.05 0.10 -0.04 -0.0001
C -2.078547 2.362945 -3.337940 -0.09 -0.03 -0.05 0.0057
C -1.214137 2.166600 -2.278600 0.04 0.00 0.07 0.0077
N -1.335026 1.140345 -1.437561 0.15 -0.09 0.08 0.0738
H 0.810121 -2.388384 3.894467 -0.01 -0.01 0.02 -0.0006
H 4.217072 0.374533 3.362127 0.00 0.00 0.00 0.0008
H 5.858612 1.838174 2.148414 -0.01 0.00 0.00 -0.0001
H 5.164893 2.831963 -0.041793 0.00 0.00 0.01 0.0005
H 2.888073 2.335058 -0.901244 0.00 -0.03 -0.01 0.0005
H -3.026858 -3.057502 0.806089 -0.01 0.00 0.01 -0.0002
H -3.994721 -0.369507 -2.775878 0.00 0.00 0.00 0.0008
H -3.792919 1.569310 -4.360958 0.00 0.00 0.01 -0.0001
H -1.938834 3.208024 -3.996374 0.00 -0.01 0.00 0.0006
H -0.388147 2.841708 -2.098536 0.00 0.00 0.01 0.0007
O 1.146208 -0.386009 -4.080935 0.10 0.07 -0.15 0.0174
C 1.239584 -0.751416 -2.925183 -0.45 -0.02 0.11 0.0144
O 1.325193 0.014565 -1.894298 0.50 0.03 -0.04 0.1266
C 1.210902 -2.243681 -2.626368 0.05 0.11 0.09 0.0024
C 1.000541 -3.125417 -3.675621 0.00 -0.09 -0.08 0.0009
C 0.942586 -4.481131 -3.412440 0.09 0.14 0.06 0.0001
C 1.087314 -5.000890 -2.141767 -0.02 -0.11 0.05 -0.0001
C 1.304491 -4.098568 -1.119897 -0.10 0.22 -0.30 0.0000
C 1.370666 -2.731656 -1.338510 0.00 -0.13 0.08 -0.0015
N 1.468102 -4.607964 0.243964 0.26 -0.21 0.24 0.0002
O 1.304453 -5.796931 0.425012 -0.07 0.11 0.02 0.0013
O 1.787544 -3.812383 1.108337 -0.10 -0.01 -0.05 0.0010
N 0.713785 -5.416239 -4.527446 -0.28 -0.16 -0.11 0.0000
O 0.655427 -6.599905 -4.263104 0.10 0.01 0.05 0.0000
O 0.565752 -4.946376 -5.634922 0.09 0.07 0.00 0.0000
H 0.883968 -2.744477 -4.679825 0.00 0.01 0.01 0.0002
H 1.031878 -6.062776 -1.959030 0.00 0.01 0.01 0.0000
H 1.545047 -2.067399 -0.504525 0.01 0.02 -0.03 -0.0009
```
Positions in Å, forces in eV/Å.

***

DFT (ωB97M-V/def2-TZVPD) results for an isolated ion of composition C8H16NO3 and charge +1 in a non-equilibrium geometry.

The value obtained for the energy above the lowest of the compared OMol25 structures with the same formula, charge and spin is 232.8 kJ/mol. Its electronic energy is -594.550278 Eh. For the gap between HOMO and LUMO, the calculation gives 8.40 eV. The lowest unoccupied orbital energy comes out at -0.1996 Eh. As for the total charge: +1.

The geometry in XYZ format:
```
28
Properties=species:S:1:pos:R:3:forces:R:3:mulliken_charge:R:1
C -0.792501 -0.433895 0.753014 1.65 -0.24 0.61 0.4880
C 0.632528 1.640797 -0.192853 -0.51 0.67 -2.28 0.8196
C 0.546878 0.210211 0.266013 0.48 0.51 0.69 0.3081
C 1.987006 2.129201 -0.810996 -2.52 0.14 1.17 -1.3973
C -3.661756 -0.514956 -0.586061 -0.28 0.62 -0.15 -1.0473
C 2.997453 -2.422056 -0.341537 -2.17 1.98 -2.47 -1.7546
C -3.109942 0.005061 0.760410 -2.55 0.41 -1.37 -0.2968
C 1.788264 -1.911770 0.343576 1.97 0.22 2.08 -0.1028
N -0.120312 2.778415 0.339470 -2.11 -2.72 0.96 -0.5476
O -0.731454 -1.444204 1.397986 -0.56 0.27 -0.36 -0.5221
O -1.769607 0.365202 0.474782 0.50 0.69 0.24 -0.2899
O 1.610771 -0.471650 0.225690 -0.41 1.42 -0.86 -0.2749
H -0.066855 1.368137 -1.147974 1.27 0.05 1.19 0.1145
H 2.663137 2.485585 -0.051896 0.41 -0.16 0.12 0.3629
H 1.645982 2.947717 -1.421863 0.25 0.51 -0.23 0.4450
H 2.327734 1.376984 -1.450744 1.16 -1.04 -0.75 0.4425
H -2.964019 -0.106156 -1.331366 -0.43 -0.58 -0.14 0.2787
H -3.728453 -1.580429 -0.570167 0.65 -0.86 -0.24 0.3136
H -4.680253 -0.258567 -0.920428 0.36 0.62 0.70 0.3529
H 3.088946 -3.400353 -0.159674 0.23 -3.86 1.28 0.5198
H 2.965530 -2.421619 -1.416952 -0.59 0.39 -0.69 0.4026
H 3.874079 -1.975335 -0.141169 2.99 1.80 1.35 0.4589
H -3.227353 -0.704999 1.529764 0.52 -1.00 0.90 0.3750
H -3.662113 0.882793 1.104142 0.55 0.25 -0.23 0.3064
H 1.917341 -2.042593 1.424928 -0.33 -0.12 -0.22 0.3070
H 0.949616 -2.380435 0.013251 -2.50 -1.25 -0.77 0.4321
H -0.808177 2.418424 1.027871 0.07 0.38 -0.96 0.2244
H 0.327540 3.460483 0.882791 1.88 0.88 0.44 0.2816
```
Positions in Å, forces in eV/Å.

***

DFT (ωB97M-V/def2-TZVPD) results for C30H30N7OPtS2Si as an isolated structure.

The value obtained for the energy above the lowest of the compared OMol25 structures with the same formula, charge and spin is 207.2 kJ/mol. The expectation value of S² is 6.028. Its electronic energy is -2824.865940 Eh. As for the multiplicity: 5. For the gap between HOMO and LUMO (spin up / spin down), the calculation gives 3.47 / 6.29 eV. The lowest unoccupied orbital energy (spin up / spin down) comes out at 0.0473 / 0.0419 Eh. As for the total charge: -1.

The geometry in XYZ format:
```
72
Properties=species:S:1:pos:R:3:forces:R:3:lowdin_spin:R:1
Pt 0.046753 -0.906310 1.479720 0.50 -0.31 0.42 1.2664
S 1.960008 -3.344397 2.627306 -0.06 0.04 0.06 0.3919
C 3.084865 -2.038993 2.890840 -0.14 -0.01 0.10 0.1762
C 4.414786 -1.978853 2.518780 0.08 0.03 -0.09 0.0137
C 5.146136 -0.818173 2.723808 -0.15 0.04 0.02 0.1180
C 6.509019 -0.797787 2.323966 -0.06 0.01 0.09 0.0266
N 7.616581 -0.804766 1.999733 0.12 0.00 -0.07 0.0605
C 4.505787 0.342611 3.326184 0.06 -0.03 -0.03 0.2176
C 3.132494 0.244476 3.707598 -0.07 0.11 0.03 0.0738
C 2.448270 -0.910501 3.504804 0.12 -0.24 -0.05 0.1547
S 0.778688 -1.350845 3.911235 -0.22 0.28 -0.03 0.7196
C 5.198646 1.542806 3.553080 0.01 -0.18 -0.03 0.0609
N 5.765377 2.534099 3.754851 0.05 0.18 0.02 0.1359
H 4.892815 -2.832045 2.053144 0.02 -0.02 0.00 0.0005
H 2.663706 1.111962 4.154297 0.11 -0.09 -0.01 0.0018
C 0.192679 2.303990 4.593397 0.03 -0.02 0.04 0.0107
C -0.703519 2.390700 3.391727 0.07 0.13 -0.06 0.0041
C -1.434881 3.548464 3.146763 -0.07 0.00 -0.01 0.0036
C -2.279652 3.571568 2.042559 0.08 -0.04 0.01 0.0003
C -2.408836 2.452600 1.248036 -0.04 0.03 0.08 0.0049
C -1.682259 1.293192 1.590468 0.02 -0.21 -0.07 0.0203
N -0.797333 1.319100 2.612114 -0.04 -0.04 -0.15 0.0427
N -1.770089 0.091316 0.960574 0.11 0.23 0.04 0.1080
Si -3.195613 -0.466636 0.175185 -0.03 -0.25 0.09 0.0140
C -4.715021 -0.001304 1.180167 0.00 0.05 0.01 0.0015
C -3.109425 -2.341593 0.073654 0.04 0.07 0.02 0.0013
C -3.494239 0.227102 -1.550142 0.01 0.07 -0.02 0.0020
H 0.830823 3.184826 4.675702 0.02 -0.01 0.00 0.0003
H 0.809498 1.408574 4.563510 -0.17 0.07 -0.05 0.0133
H -0.421598 2.250941 5.495183 0.02 0.02 0.02 -0.0001
H -1.332120 4.403943 3.800478 0.00 0.01 0.00 0.0005
H -2.832465 4.471899 1.800207 -0.02 0.00 0.00 0.0000
H -3.047117 2.453963 0.376654 -0.05 0.01 -0.02 0.0006
H -4.576349 -0.286117 2.224621 -0.01 -0.02 0.03 0.0001
H -5.593644 -0.526004 0.798265 -0.03 -0.02 -0.02 0.0003
H -4.925970 1.068358 1.152706 -0.01 0.01 0.02 0.0000
H -2.205164 -2.706079 0.566246 0.02 -0.03 -0.03 0.0008
H -3.111811 -2.705646 -0.955098 0.00 -0.01 -0.05 0.0001
H -3.968072 -2.782335 0.583891 -0.03 -0.02 0.01 0.0000
H -3.541017 1.317663 -1.551226 -0.01 0.04 0.00 0.0000
H -4.451105 -0.143225 -1.927919 -0.03 -0.01 -0.01 0.0004
H -2.721300 -0.077402 -2.254310 0.06 -0.02 -0.02 0.0000
N -0.466105 4.605372 -8.238913 0.00 -0.09 0.10 0.0002
C -0.397337 3.860684 -7.364713 0.01 0.00 0.01 0.0000
C -0.311009 2.924141 -6.272521 -0.01 0.14 -0.13 0.0003
C 0.072953 3.356657 -5.005253 -0.01 -0.07 -0.01 -0.0001
C 0.149146 2.458820 -3.958524 -0.05 -0.05 -0.06 0.0003
C -0.153178 1.113120 -4.168170 -0.01 -0.05 0.03 0.0007
C -0.535573 0.682045 -5.436262 0.03 0.08 -0.03 0.0004
C -0.615940 1.583149 -6.481265 0.01 -0.03 0.05 0.0000
N -0.082304 0.189599 -3.105373 -0.04 -0.02 0.05 0.0033
C -0.531403 -1.123876 -3.100811 -0.01 0.01 -0.05 0.0002
C -0.304877 -1.599299 -1.852931 0.03 0.13 -0.05 0.0043
N 0.292445 -0.626052 -1.080846 -0.18 0.07 -0.16 0.0709
C 0.398586 0.420116 -1.843652 0.06 0.03 0.11 0.0080
H 0.305513 4.398955 -4.838166 0.00 0.01 -0.01 0.0000
H 0.430464 2.817609 -2.981208 0.00 0.00 0.04 0.0001
H -0.765484 -0.356392 -5.618500 0.01 -0.01 0.01 0.0000
H -0.913028 1.245232 -7.464441 0.00 0.01 0.00 0.0000
H -0.991847 -1.584525 -3.953447 -0.02 0.00 -0.02 0.0002
H -0.538563 -2.565703 -1.442064 -0.02 -0.07 0.04 0.0003
H 0.830082 1.355423 -1.535568 0.01 0.05 0.00 0.0000
C 0.423265 -5.030161 0.431180 -0.01 -0.03 -0.04 0.0070
O 0.037321 -3.730706 0.841366 0.12 0.04 0.05 0.0232
C 1.082351 -2.785291 1.074452 -0.34 -0.07 -0.29 0.1821
C 2.137620 -2.799148 -0.024970 0.08 0.10 0.05 0.0357
H 1.227678 -5.435674 1.052060 -0.01 0.01 0.01 0.0022
H 0.748225 -5.048541 -0.614566 0.01 0.00 0.00 0.0005
H -0.458073 -5.661975 0.537910 0.01 0.01 -0.01 0.0002
H 2.671332 -3.753334 -0.067083 0.03 -0.02 0.02 0.0081
H 2.870929 -2.017766 0.173895 -0.01 0.00 -0.02 0.0029
H 1.708503 -2.607634 -1.004399 -0.02 -0.01 0.02 0.0013
```
Positions in Å, forces in eV/Å.